Record 1
C30H55F2NO12 | wB97M-V/def2-TZVPD

relative energy (zero: lowest compared OMol25 entry of this formula, charge and spin)	0.00	kcal per mole
structure (SMILES)	CC1(C)CCCC(C)(C)N1O.O=C1OC[C@@H](F)O1.O=C1OC[C@@H](F)O1.CC(C)=O.CC(C)=O.CC(C)=O.CC(C)=O.CC(C)=O
E	-2333.30215	a.u.
max |F|	4.58	eV Å⁻¹
multiplicity	1
frontier orbital gap	8.60	eV

```
100
C30H55F2NO12 | OMol25 | wB97M-V/def2-TZVPD
C -7.76144 -1.32806 4.68972
C -8.70062 -2.53627 4.27571
C -9.37804 -2.13534 2.84135
C -7.84539 -3.80555 3.92556
C -7.41085 -4.50946 5.20747
C -8.55345 -4.91707 6.13955
C -9.50632 -3.75797 6.41524
C -10.83909 -4.37074 6.94986
C -8.80263 -2.87053 7.45843
N -9.74205 -2.92659 5.16974
O -10.68687 -1.89371 5.38179
H -8.29180 -0.70539 5.41021
H -6.88928 -1.68468 5.23767
H -7.31657 -0.73849 3.88809
H -9.99819 -2.96715 2.50727
H -10.09521 -1.32246 2.95532
H -8.69420 -1.92178 2.01986
H -8.37113 -4.58059 3.36787
H -6.95280 -3.48050 3.39104
H -6.85082 -5.42823 5.03333
H -6.78384 -3.80295 5.75135
H -8.10057 -5.21037 7.08664
H -8.99381 -5.82066 5.71801
H -11.10275 -5.17211 6.25965
H -11.50990 -3.51593 7.03593
H -10.65029 -4.88104 7.89435
H -9.31821 -1.91435 7.36901
H -7.76838 -2.60468 7.23992
H -8.65888 -3.23160 8.47679
H -11.46559 -2.24101 4.94067
O 6.83911 7.35859 -3.23523
C 7.86094 7.54340 -3.87517
O 8.06780 7.21097 -5.17452
C 9.27041 7.77917 -5.59424
C 10.02687 7.79103 -4.22646
F 10.94091 8.76103 -4.23571
O 9.00989 8.07272 -3.38562
H 9.85524 7.18214 -6.29398
H 9.14118 8.74589 -6.08091
H 10.49975 6.84220 -3.97307
O -1.33307 1.00868 -1.80395
C -0.79997 1.53803 -0.86318
O -0.93619 1.16731 0.45870
C -0.22874 2.07698 1.27041
C 0.61667 2.75293 0.25090
F 1.74749 2.10389 0.12364
O -0.08685 2.67280 -0.88789
H -1.01473 2.79250 1.51196
H 0.39752 1.57480 2.00778
H 0.81916 3.78740 0.52830
C 5.67026 -5.11919 -4.66232
C 4.78545 -5.00602 -3.42824
C 4.09952 -3.63014 -3.23307
O 4.82866 -5.93901 -2.56311
H 6.32405 -4.24861 -4.71487
H 5.04985 -4.98523 -5.54847
H 6.15782 -6.09403 -4.65326
H 4.75155 -2.77167 -3.39431
H 3.63772 -3.57781 -2.24712
H 3.25182 -3.64430 -3.91812
C 9.40040 -0.12334 -1.49980
C 10.85578 0.08213 -1.97417
C 11.83994 -0.77718 -1.21639
O 11.14167 0.88906 -2.80194
H 8.72586 0.58441 -1.98166
H 9.22632 0.08016 -0.44321
H 9.30717 -1.19141 -1.69632
H 11.67746 -1.84233 -1.38119
H 11.96804 -0.66147 -0.14015
H 12.78077 -0.50968 -1.69741
C 0.26324 1.00599 -8.43714
C 1.71719 0.81447 -8.17732
C 2.47133 2.01432 -7.61577
O 2.27353 -0.27572 -8.31408
H 0.17356 1.47622 -9.41639
H -0.27098 1.61094 -7.70450
H -0.20502 0.02182 -8.45293
H 3.52213 1.79744 -7.42375
H 2.11651 2.35488 -6.64303
H 2.32402 2.95288 -8.15011
C -1.13097 -6.51033 -0.05312
C -0.86804 -7.18991 1.29784
C -0.46276 -8.65323 1.31250
O -0.93950 -6.52718 2.33589
H -0.32045 -6.49600 -0.78178
H -1.49347 -5.50395 0.15641
H -1.88744 -7.09807 -0.57314
H -0.02073 -8.89621 2.27877
H 0.35877 -8.88857 0.63588
H -1.31196 -9.30656 1.11220
C 0.78593 10.33115 -0.10261
C 1.19434 10.29265 1.35122
C 2.29824 11.30682 1.80860
O 0.77588 9.51474 2.24000
H 1.65523 10.25384 -0.75563
H 0.23769 11.22726 -0.39334
H 0.20763 9.49229 -0.48992
H 2.59894 11.89673 0.94276
H 3.15460 10.93429 2.37070
H 1.64840 12.04525 2.27820
```

***

Record 2
C24H33ClInNO4P2 | wB97M-V/def2-TZVPD

relative energy (zero: lowest compared OMol25 entry of this formula, charge and spin)	0.00	kcal per mole
E	-2623.08397	a.u.
max |F|	1.73	eV Å⁻¹
multiplicity	1
frontier orbital gap	7.02	eV

```
66
C24H33ClInNO4P2 | OMol25 | wB97M-V/def2-TZVPD
C -0.99766 3.21071 -2.78211
C -1.04276 2.21895 -1.76188
N 0.12657 1.90640 -1.09280
C 1.29286 2.44601 -1.45396
C 1.36556 3.41852 -2.45659
C 0.20322 3.80259 -3.12541
C -2.23977 1.49877 -1.50067
P -2.34710 0.32365 -0.18492
In 0.07709 0.21044 0.66668
P 2.56739 0.32448 -0.02864
C 2.59774 2.01340 -0.78245
C -0.39974 -1.69725 1.72410
C -0.96481 -1.61793 2.98934
C -0.72967 -2.65134 3.90924
C -0.09287 -3.82746 3.49354
C 0.31436 -3.96223 2.16190
C 0.17946 -2.87660 1.27463
O -1.67347 -0.44981 -3.93338
O 1.01798 -0.68703 -3.54639
H -1.93652 3.44570 -3.28140
H 2.34570 3.81441 -2.70868
H 0.25370 4.54275 -3.92103
C -3.33442 1.00699 1.18129
C -3.20383 -1.15802 -0.77661
H 3.40831 2.03206 -1.53034
H 2.87795 2.71869 0.02060
H -2.03327 0.31178 -3.42497
H -3.13319 1.75514 -2.08476
C 3.76056 0.32435 1.33974
C 3.35742 -0.74523 -1.26279
H -1.54877 -0.74808 3.30123
H -1.04544 -2.50639 4.94466
H 0.08163 -4.63545 4.20725
H 0.75565 -4.89668 1.80461
H 0.54811 -2.94777 0.25108
H -0.20269 -2.13250 -1.44079
H 1.22510 -1.56092 -3.91333
H 0.03678 -0.58339 -3.68540
H -1.86440 -0.23845 -4.86316
H 0.26822 -1.54180 -1.40082
H -4.34285 1.23685 0.80467
H -3.39934 0.28396 2.00644
H -2.85498 1.92321 1.55173
H -4.27377 -0.93007 -0.89824
H -2.77779 -1.46912 -1.73942
H -3.08117 -1.96883 -0.04709
H 4.40453 -0.42903 -1.41004
H 3.34936 -1.77849 -0.88409
H 2.79164 -0.69880 -2.20570
H 4.77536 0.32634 0.91634
H 3.59852 1.17572 2.01208
H 3.59521 -0.59627 1.91474
Cl -1.20241 5.86411 7.03907
C -0.67811 4.71345 5.89206
C 0.15657 3.65800 6.29812
C 0.55697 2.69274 5.37672
C 0.14524 2.79767 4.04671
C -0.65753 3.86920 3.62981
C -1.09185 4.81588 4.55563
C 0.48546 1.71658 3.07569
O 1.23206 0.76836 3.37133
O -0.12112 1.88658 1.92398
H 0.47340 3.58768 7.33105
H 1.17779 1.84321 5.66679
H -0.95124 3.94694 2.58587
H -1.74751 5.62100 4.24954
```

***

Record 3
C49H92Br2NO11P | wB97M-V/def2-TZVPD

structure (SMILES)	CCCO[C@@]1(CCCCCOC(C)=O)CC(=O)N[C@@]1(/C(Br)=C(/C)Br)P(CC)CC.C1CCOC1.C1CCOC1.C1CCOC1.C1CCOC1.C1CCOC1.C1CCOC1.C1CCOC1
E	-8293.84754	a.u.
max |F|	3.14	eV Å⁻¹
multiplicity	1
frontier orbital gap	7.71	eV

```
156
C49H92Br2NO11P | OMol25 | wB97M-V/def2-TZVPD
C -5.04648 -3.24300 5.28429
C -3.72291 -3.93761 4.87662
C -3.57235 -4.09203 3.37067
O -3.57768 -2.88702 2.61069
C -2.32852 -2.25108 2.42842
C -2.65469 -0.76438 2.82588
C -3.19054 -0.57106 4.24858
C -2.82753 0.89744 4.66252
C -1.38985 0.88112 5.20293
C -0.95584 2.19775 5.82984
O -0.98849 3.26146 4.88353
C 0.05427 3.25498 4.03303
C -0.24059 3.85692 2.68415
O 1.13066 2.84390 4.28666
C -1.11341 -2.56992 3.30851
C 0.08381 -2.28340 2.37293
O 1.22413 -2.53471 2.52057
N -0.42732 -1.63995 1.25009
C -1.75925 -2.16148 0.97719
C -2.61181 -1.52916 -0.10293
Br -3.91720 -2.62198 -1.01884
C -2.61569 -0.28565 -0.52093
C -3.50432 0.22122 -1.61797
Br -1.47053 1.06063 0.21050
P -1.28031 -3.91319 0.28068
C -2.57498 -5.21201 0.55887
C -2.86191 -6.09345 -0.68173
C -0.79196 -3.73032 -1.49680
C 0.76446 -3.62067 -1.56211
H -5.66204 -3.14949 4.39114
H -5.60376 -3.88431 5.96649
H -4.87583 -2.28694 5.76621
H -2.85027 -3.51374 5.37320
H -3.81507 -4.95498 5.26050
H -4.45679 -4.64734 3.04748
H -2.73891 -4.74703 3.12878
H -3.37379 -0.37715 2.10552
H -1.75556 -0.16486 2.74803
H -4.27447 -0.63795 4.23319
H -2.72668 -1.21457 4.98967
H -3.52355 1.30394 5.39274
H -2.81152 1.45781 3.72797
H -0.69028 0.65711 4.39168
H -1.26620 0.06849 5.92104
H 0.01506 2.05928 6.30263
H -1.64616 2.43789 6.63713
H -1.16041 4.43847 2.70169
H -0.26385 3.09286 1.91190
H 0.56430 4.53550 2.42098
H -0.92695 -3.59209 3.63976
H -0.90752 -1.93297 4.16770
H 0.20003 -1.61215 0.45471
H -4.54249 0.14009 -1.29495
H -3.33258 1.27936 -1.78265
H -3.40549 -0.36592 -2.52693
H -3.51924 -4.70820 0.77856
H -2.37603 -5.86980 1.40086
H -3.75371 -6.69868 -0.53728
H -2.97857 -5.46165 -1.55871
H -1.98749 -6.72224 -0.84104
H -1.22559 -2.86131 -1.98017
H -1.04391 -4.63160 -2.04874
H 1.19709 -4.29063 -2.30051
H 1.09448 -2.58845 -1.66687
H 1.14869 -3.95372 -0.59589
C -1.88828 -5.50784 9.22312
C -3.12558 -4.81119 9.77264
C -3.97499 -4.65501 8.52089
O -3.65728 -5.76059 7.66843
C -2.49022 -6.42287 8.16832
H -1.31592 -6.04794 9.97602
H -1.22733 -4.77585 8.75220
H -3.63119 -5.46145 10.49073
H -2.91493 -3.86198 10.26350
H -3.72886 -3.73049 7.98611
H -5.04493 -4.65748 8.73338
H -2.80154 -7.37873 8.60300
H -1.80552 -6.62389 7.34320
C 2.67510 6.43944 -1.49500
C 1.29746 6.30442 -2.12561
C 0.65315 5.24985 -1.23962
O 1.22786 5.40070 0.06348
C 2.36211 6.27328 -0.01817
H 3.17042 7.38260 -1.72086
H 3.32036 5.62477 -1.83453
H 0.75716 7.24922 -2.04164
H 1.31968 6.01889 -3.17671
H 0.88177 4.23751 -1.59546
H -0.43072 5.35671 -1.17423
H 2.08893 7.22969 0.44161
H 3.19442 5.84413 0.54172
C 3.35190 10.84109 -4.17620
C 2.40388 10.81513 -5.36729
C 1.72384 9.46586 -5.19340
O 1.68478 9.20432 -3.78640
C 2.52585 10.14333 -3.10677
H 3.66460 11.84253 -3.88393
H 4.24724 10.25583 -4.40033
H 1.67001 11.61958 -5.27638
H 2.90303 10.91775 -6.32987
H 2.29911 8.66582 -5.67316
H 0.70916 9.45030 -5.59303
H 1.88311 10.85306 -2.57517
H 3.14079 9.61774 -2.37500
C -0.20401 0.04753 -5.40594
C -1.52883 -0.64462 -5.69906
C -1.35217 -1.97378 -4.97981
O -0.49931 -1.72088 -3.85827
C 0.08037 -0.41720 -3.98601
H -0.24383 1.13211 -5.49706
H 0.56799 -0.32336 -6.08440
H -2.35025 -0.08052 -5.24928
H -1.73897 -0.76210 -6.76119
H -0.86053 -2.71208 -5.62215
H -2.29700 -2.39374 -4.62961
H -0.39546 0.24098 -3.24946
H 1.14736 -0.47115 -3.76422
C 4.41833 4.09096 -5.80632
C 3.19670 4.77888 -5.21328
C 2.22040 4.73881 -6.37900
O 2.52829 3.55981 -7.12933
C 3.77835 3.02540 -6.68363
H 5.09492 3.67636 -5.06070
H 4.98092 4.79707 -6.42220
H 2.80662 4.19076 -4.37753
H 3.39063 5.78982 -4.85564
H 2.35103 5.60521 -7.03681
H 1.17862 4.70298 -6.05678
H 3.57450 2.11216 -6.11296
H 4.39065 2.76431 -7.54761
C 5.98976 1.61809 -1.69978
C 4.47705 1.62510 -1.54314
C 4.23454 2.98649 -0.91084
O 5.27085 3.85798 -1.39666
C 6.27308 3.06954 -2.04916
H 6.35097 0.92161 -2.45561
H 6.46095 1.36296 -0.74766
H 4.00045 1.57809 -2.52667
H 4.09365 0.80341 -0.93995
H 4.31677 2.94039 0.17944
H 3.25771 3.39975 -1.16779
H 6.19097 3.24056 -3.12819
H 7.26034 3.39668 -1.72084
C 1.10244 -9.82782 -2.19392
C 1.90473 -9.03334 -1.17152
C 1.10159 -7.74519 -1.07842
O -0.26391 -8.09640 -1.33443
C -0.32429 -9.43212 -1.84500
H 1.26789 -10.90326 -2.14423
H 1.34929 -9.49081 -3.20377
H 1.89671 -9.55094 -0.20918
H 2.94186 -8.86619 -1.45883
H 1.41653 -7.02365 -1.84010
H 1.17651 -7.26962 -0.09975
H -0.73505 -10.07801 -1.06153
H -0.99397 -9.46244 -2.70541
```

***

Record 4
CH4O2S | wB97M-V/def2-TZVPD

relative energy (zero: lowest compared OMol25 entry of this formula, charge and spin)	84.25	kcal per mole
E	-588.87455	a.u.
max |F|	7.05	eV Å⁻¹
<S²>	2.013
multiplicity	3
frontier orbital gap (spin up / spin down)	5.92 / 7.89	eV

```
8
CH4O2S | OMol25 | wB97M-V/def2-TZVPD
C 0.16240 -0.32206 0.52596
O -0.51212 -1.20549 -0.35903
O 0.74683 2.65565 -0.42334
S -0.08607 1.48867 -0.48898
H -0.43656 -0.15531 1.58657
H -0.93988 -2.22192 0.15905
H 1.01967 -0.94034 0.65390
H 0.04573 0.70079 -1.65414
```

***

> Number 2 is which compound?

C24H33ClInNO4P2